{"formula": "C26H83BF4O17", "method": "ωB97M-V/def2-TZVPD", "symbols": ["C", "O", "C", "C", "C", "C", "C", "C", "C", "B", "C", "F", "F", "C", "F", "F", "H", "H", "H", "H", "H", "H", "H", "H", "H", "H", "H", "H", "H", "H", "H", "H", "H", "H", "H", "C", "O", "H", "H", "H", "H", "C", "O", "H", "H", "H", "H", "C", "O", "H", "H", "H", "H", "C", "O", "H", "H", "H", "H", "C", "O", "H", "H", "H", "H", "C", "O", "H", "H", "H", "H", "C", "O", "H", "H", "H", "H", "C", "O", "H", "H", "H", "H", "C", "O", "H", "H", "H", "H", "C", "O", "H", "H", "H", "H", "C", "O", "H", "H", "H", "H", "C", "O", "H", "H", "H", "H", "C", "O", "H", "H", "H", "H", "C", "O", "H", "H", "H", "H", "C", "O", "H", "H", "H", "H", "C", "O", "H", "H", "H", "H"], "positions_angstrom": [[-2.31, -1.31, 4.33], [-1.46, -0.18, 4.17], [-1.11, 0.12, 2.82], [-1.73, 1.43, 2.35], [-1.73, 1.59, 0.83], [-0.32, 1.73, 0.23], [-0.14, 1.02, -1.11], [-0.41, -0.50, -1.05], [-1.70, -0.96, -1.78], [-2.72, -1.65, -0.84], [-4.26, -1.19, -0.74], [-4.40, 0.11, -0.33], [-4.80, -1.24, -2.02], [-5.16, -2.07, 0.16], [-5.01, -1.65, 1.44], [-6.46, -1.93, -0.19], [-2.12, -1.71, 5.33], [-3.36, -1.01, 4.29], [-2.08, -2.09, 3.61], [-1.43, -0.68, 2.14], [-0.02, 0.18, 2.78], [-1.24, 2.28, 2.83], [-2.77, 1.44, 2.71], [-2.32, 2.46, 0.58], [-2.21, 0.70, 0.41], [0.46, 1.42, 0.92], [-0.15, 2.80, 0.04], [-0.73, 1.50, -1.89], [0.90, 1.16, -1.39], [-0.38, -0.85, -0.02], [0.43, -1.00, -1.54], [-2.20, -0.15, -2.32], [-1.44, -1.72, -2.53], [-2.37, -2.60, -0.20], [-4.87, -3.12, 0.09], [3.59, 0.05, -1.60], [2.95, 0.32, -0.36], [2.81, -0.11, -2.34], [4.19, 0.90, -1.91], [4.21, -0.85, -1.55], [3.62, 0.46, 0.32], [-0.43, 1.17, 7.13], [-0.24, -0.19, 6.75], [-0.23, 1.25, 8.19], [0.26, 1.83, 6.59], [-1.46, 1.48, 6.93], [-0.42, -0.23, 5.80], [2.88, 4.42, -2.11], [2.90, 3.01, -1.88], [2.89, 4.57, -3.18], [1.97, 4.87, -1.70], [3.75, 4.90, -1.67], [2.87, 2.85, -0.93], [3.89, 1.17, 3.45], [2.53, 1.20, 3.03], [4.50, 0.88, 2.59], [4.21, 2.16, 3.80], [4.04, 0.44, 4.25], [2.00, 1.46, 3.79], [1.81, 1.89, -5.24], [1.17, 2.23, -4.02], [1.03, 1.65, -5.96], [2.40, 2.72, -5.63], [2.46, 1.02, -5.12], [1.85, 2.44, -3.37], [2.22, -2.50, 5.17], [0.81, -2.70, 5.04], [2.67, -2.77, 4.22], [2.44, -1.45, 5.38], [2.64, -3.13, 5.95], [0.41, -2.45, 5.88], [5.74, -2.22, 3.00], [5.32, -1.95, 4.33], [4.86, -2.52, 2.44], [6.17, -1.33, 2.54], [6.47, -3.03, 2.97], [6.08, -1.68, 4.85], [-1.51, -2.13, -5.78], [-0.65, -2.97, -5.03], [-0.90, -1.56, -6.48], [-2.23, -2.73, -6.35], [-2.05, -1.43, -5.13], [-1.22, -3.47, -4.43], [4.95, -1.18, -6.37], [3.83, -0.89, -5.55], [5.84, -0.76, -5.91], [5.08, -2.26, -6.48], [4.82, -0.74, -7.37], [3.06, -1.28, -5.97], [2.15, -0.60, -9.07], [2.45, -1.88, -8.52], [1.79, 0.03, -8.25], [3.03, -0.13, -9.51], [1.36, -0.67, -9.83], [2.77, -2.44, -9.24], [5.48, 3.09, 6.51], [4.12, 3.13, 6.10], [6.07, 2.81, 5.63], [5.82, 4.06, 6.86], [5.64, 2.35, 7.29], [3.59, 3.38, 6.86], [-7.37, 1.66, -2.40], [-7.50, 0.60, -1.47], [-8.26, 2.27, -2.32], [-6.49, 2.28, -2.18], [-7.29, 1.29, -3.43], [-6.71, 0.05, -1.54], [-4.73, -4.53, -5.12], [-3.39, -4.92, -4.83], [-4.69, -3.54, -5.57], [-5.20, -5.22, -5.82], [-5.33, -4.48, -4.21], [-3.41, -5.79, -4.43], [-1.60, 3.59, 9.95], [-0.19, 3.39, 10.05], [-1.77, 4.57, 9.53], [-2.06, 2.84, 9.31], [-2.06, 3.55, 10.94], [-0.05, 2.52, 10.43], [-3.96, 4.99, -0.74], [-3.15, 3.84, -0.96], [-3.78, 5.32, 0.28], [-3.69, 5.80, -1.42], [-5.02, 4.75, -0.85], [-3.30, 3.54, -1.86], [-0.44, -5.96, -2.51], [-1.77, -5.58, -2.20], [-0.18, -6.78, -1.84], [-0.34, -6.30, -3.54], [0.26, -5.14, -2.34], [-2.01, -4.85, -2.79]], "lowdin_charge": [-0.09, -0.23, -0.20, -0.16, -0.18, -0.18, -0.19, -0.17, -0.13, -0.01, -0.41, 0.10, 0.07, -0.31, 0.09, 0.09, 0.08, 0.09, 0.09, 0.11, 0.11, 0.12, 0.12, 0.09, 0.08, 0.10, 0.11, 0.11, 0.07, 0.10, 0.10, 0.10, 0.10, 0.11, 0.16, -0.14, -0.13, 0.08, 0.07, 0.08, 0.06, -0.15, -0.14, 0.06, 0.08, 0.08, 0.03, -0.12, -0.15, 0.08, 0.09, 0.08, 0.08, -0.15, -0.12, 0.07, 0.06, 0.07, 0.07, -0.15, -0.14, 0.07, 0.08, 0.05, 0.02, -0.15, -0.13, 0.07, 0.07, 0.08, 0.06, -0.15, -0.13, 0.08, 0.07, 0.08, 0.08, -0.15, -0.13, 0.07, 0.07, 0.07, 0.03, -0.16, -0.14, 0.08, 0.08, 0.07, 0.06, -0.15, -0.13, 0.07, 0.08, 0.08, 0.08, -0.16, -0.13, 0.07, 0.08, 0.08, 0.08, -0.16, -0.12, 0.08, 0.07, 0.08, 0.03, -0.14, -0.14, 0.07, 0.08, 0.08, 0.08, -0.16, -0.13, 0.08, 0.07, 0.08, 0.07, -0.15, -0.13, 0.08, 0.08, 0.07, 0.08, -0.15, -0.13, 0.08, 0.08, 0.08, 0.03], "max_force_ha_per_bohr": 0.018, "homo_ev": -9.27, "homo_lumo_gap_ev": 9.32}